20
Properties=species:S:1:pos:R:3:nbo_charge:R:1 method="wB97M-V/def2-TZVPD" multiplicity=1 largest_force_ev_per_a=6.3 lumo_ev=-9.5709 total_charge=+2 de_lowest_kcal_mol=128.67 gap_ev=8.6
C -0.50 1.68 -0.34 -0.0287
C -0.76 -0.58 0.03 0.2230
C -1.83 1.40 -0.33 -0.0113
C 2.44 -0.32 0.55 -0.5991
C -3.29 -0.62 -0.05 -0.4330
C 2.39 -0.02 -1.14 0.0703
N -1.99 0.02 -0.11 -0.2370
N 0.20 0.50 -0.12 -0.2037
N 1.67 0.72 -0.20 -0.0943
H -0.16 2.70 -0.52 0.2994
H -0.47 -1.51 0.46 0.2622
H -2.76 1.98 -0.37 0.2890
H 3.01 -1.15 0.11 0.3823
H 3.06 0.27 1.32 0.3551
H 1.84 -1.09 1.25 0.3494
H -3.62 -0.93 -1.00 0.2558
H -3.33 -1.50 0.52 0.2536
H -4.08 0.12 0.34 0.2651
H 1.70 -0.56 -1.89 0.3130
H 3.33 0.39 -1.36 0.2889

---

74
Properties=species:S:1:pos:R:3:mulliken_charge:R:1 method="wB97M-V/def2-TZVPD" multiplicity=1 largest_force_ev_per_a=1.0 lumo_ev=2.0428 total_charge=-1 de_lowest_kcal_mol=12.19 gap_ev=6.1
Sr 0.60 -0.76 0.26 2.1811
C 4.99 -0.08 -1.23 -1.4899
C 3.88 -0.16 -0.19 0.6825
O 2.87 -0.85 -0.53 -0.7302
C 4.07 0.49 1.02 -0.7957
C 3.19 0.57 2.17 0.2571
C 3.72 1.22 3.43 -1.4974
N 2.00 0.09 2.13 0.4992
N 1.15 0.20 3.25 -0.4379
C 0.23 -0.75 3.23 -0.0052
O 0.11 -1.72 2.44 -0.8715
C -0.82 -0.60 4.31 -0.3447
C -2.05 -1.20 4.10 -0.1889
C -3.07 -1.05 5.03 -0.6809
C -2.84 -0.32 6.19 -0.3187
C -1.60 0.26 6.41 -0.6723
C -0.59 0.13 5.47 0.0498
H 4.74 -0.75 -2.05 0.3492
H 5.96 -0.36 -0.82 0.3653
H 5.09 0.93 -1.62 0.2740
H 5.03 0.99 1.14 0.1521
H 4.68 1.71 3.25 0.3832
H 3.85 0.47 4.21 0.3622
H 3.00 1.94 3.81 0.3021
H -2.20 -1.77 3.19 0.5325
H -4.03 -1.51 4.85 0.4105
H -3.64 -0.21 6.92 0.3695
H -1.43 0.82 7.32 0.3736
H 0.37 0.59 5.62 0.4515
O -2.84 -5.86 -0.73 -0.5904
C -1.61 -6.13 -1.12 0.4961
O -1.29 -7.23 -1.53 -0.6750
C -0.62 -5.03 -1.03 0.3540
C 0.70 -5.23 -1.38 -0.5188
N 1.32 -4.06 -1.19 -0.2630
N 0.50 -3.12 -0.73 -0.0443
C -0.69 -3.68 -0.62 -0.3175
C -1.89 -2.85 -0.13 0.8156
O -2.94 -3.50 0.07 -0.8849
O -1.72 -1.63 -0.04 -0.5673
H -2.89 -4.86 -0.41 0.4315
H 1.21 -6.10 -1.75 0.5344
H 2.29 -3.81 -1.32 0.0853
N -0.45 1.86 -4.09 -0.1604
C -1.64 1.47 -4.71 0.0961
C -2.17 2.23 -5.74 -0.6225
C -3.34 1.83 -6.38 -0.5286
C -3.99 0.68 -5.96 -0.6701
C -3.48 -0.06 -4.90 -0.6329
C -2.29 0.31 -4.28 0.7121
S -1.67 -0.66 -2.96 -0.2041
N -0.48 0.37 -2.23 0.0841
C -0.07 1.42 -2.83 0.2335
C 0.94 2.29 -2.12 0.6171
C 1.45 3.46 -2.69 -0.7490
C 2.32 4.25 -1.96 -0.7242
C 2.64 3.86 -0.67 -0.9960
C 2.10 2.67 -0.19 -0.5669
N 1.29 1.90 -0.89 0.8759
H -0.13 2.77 -4.35 0.0115
H -1.65 3.12 -6.06 0.3458
H -3.73 2.42 -7.19 0.3694
H -4.90 0.36 -6.44 0.3683
H -4.00 -0.94 -4.56 0.4471
H 1.20 3.78 -3.70 0.3749
H 2.72 5.16 -2.39 0.4025
H 3.30 4.44 -0.04 0.4721
H 2.33 2.32 0.80 0.5469
C -2.38 2.28 2.98 -0.4947
C -1.80 2.18 1.65 0.4498
N -1.35 2.11 0.60 -0.3995
H -2.06 3.22 3.44 0.3167
H -2.04 1.45 3.58 -0.1102
H -3.47 2.26 2.90 0.3176

---

52
Properties=species:S:1:pos:R:3:nbo_charge:R:1 method="wB97M-V/def2-TZVPD" multiplicity=1 largest_force_ev_per_a=3.3 lumo_ev=1.7063 total_charge=-1 de_lowest_kcal_mol=0.00 gap_ev=5.7
C -5.50 0.48 2.77 -0.2508
O -4.95 -0.69 3.31 -0.4952
C -3.58 -0.83 3.14 0.3042
C -2.97 -1.96 3.71 -0.2651
C -1.63 -2.18 3.58 -0.1503
C -0.80 -1.28 2.91 -0.1377
C 0.64 -1.49 2.81 0.0562
C 1.57 -0.55 3.08 -0.3271
C 2.93 -0.84 2.94 0.3155
N 4.06 -1.09 2.82 -0.3102
C 1.21 0.71 3.56 0.2895
N 0.88 1.74 3.97 -0.3042
C -1.41 -0.15 2.33 -0.1590
C -2.76 0.07 2.44 -0.2503
H -6.57 0.50 2.98 0.1937
H -5.03 1.35 3.23 0.1772
H -5.36 0.48 1.69 0.1785
H -3.60 -2.64 4.24 0.2204
H -1.18 -3.05 4.04 0.2114
H 0.99 -2.47 2.53 0.2357
H -0.79 0.54 1.79 0.2453
H -3.19 0.93 1.97 0.2162
C 5.57 2.25 -0.77 -0.2062
C 5.52 0.94 -0.34 -0.2214
C 4.34 0.23 -0.45 -0.1929
C 3.22 0.84 -0.99 -0.2122
S 1.68 -0.06 -1.11 2.0599
C 1.78 -0.76 -2.75 -1.1795
S 0.53 -1.85 -3.40 2.1025
C -0.87 -0.75 -3.38 -0.2934
C -1.81 -0.85 -2.38 -0.1940
C -2.89 0.00 -2.37 -0.2056
C -3.02 0.94 -3.37 -0.2233
C -2.07 1.05 -4.37 -0.2392
C -1.00 0.19 -4.38 -0.1343
O 0.89 -2.07 -4.85 -0.9591
O 0.21 -2.98 -2.46 -0.9448
O 1.72 -1.13 -0.06 -0.9661
O 0.53 0.92 -1.20 -0.9642
C 3.29 2.14 -1.43 -0.2181
C 4.46 2.85 -1.32 -0.2146
H 6.48 2.81 -0.65 0.2024
H 6.39 0.47 0.08 0.2122
H 4.26 -0.78 -0.09 0.2485
H 2.50 -0.37 -3.43 0.2414
H -1.67 -1.60 -1.61 0.2418
H -3.63 -0.08 -1.60 0.1979
H -3.87 1.61 -3.37 0.1959
H -2.18 1.79 -5.14 0.2006
H -0.25 0.24 -5.15 0.2251
H 2.40 2.59 -1.85 0.2415
H 4.51 3.87 -1.65 0.2050